Below is 2 unconnected molecules or ions with the total composition C3F2IN, with properties calculated with ωB97M-V/def2-TZVPD.

XYZ file:
```
7
Properties=species:S:1:pos:R:3:forces:R:3
C 1.583 0.918 -0.351 0.76 -1.43 0.72
C 0.763 -0.077 -0.729 -3.27 -3.83 -1.24
C -1.501 0.156 0.475 0.94 0.27 -0.35
N 2.193 1.791 0.036 1.58 2.66 0.75
F 1.040 -1.389 -0.468 0.46 2.75 -0.08
F -2.481 0.343 -0.332 -0.10 -0.11 0.02
I -1.597 -1.743 1.369 -0.37 -0.32 0.19
```
Forces are in eV/Å.

Values from the calculation:
Frontier orbital gap (spin up / spin down), eV: 6.99 / 7.21
HOMO (spin up / spin down), eV: -9.47 / -9.41
LUMO energy (spin up / spin down), hartree: -0.0910 / -0.0810
Spin multiplicity: 1

Charges per atom according to Löwdin partitioning, unit e: -0.259, -0.061, -0.572, 0.220, -0.039, -0.064, 0.774



Below is a molecular structure, C3F4I2, with properties calculated with ωB97M-V/def2-TZVPD.

XYZ file:
```
9
Properties=species:S:1:pos:R:3:forces:R:3
C 0.952 0.026 0.215 -2.53 -1.50 -0.20
C 1.147 1.304 0.037 0.49 0.57 -0.08
C -1.365 -0.949 -0.028 2.52 1.03 0.11
F 1.774 -0.921 0.620 0.22 0.40 -0.06
F 2.287 1.988 0.194 -0.33 -0.37 0.01
F 0.184 2.120 -0.373 0.07 -0.10 0.08
F -1.888 -0.486 1.085 -0.29 -0.10 0.03
I -2.146 -0.087 -1.761 -0.05 -0.12 0.10
I -0.945 -2.995 0.008 -0.09 0.19 0.01
```
Forces are in eV/Å.

Values from the calculation:
Frontier orbital gap (spin up / spin down), eV: 8.32 / 7.65
HOMO (spin up / spin down), eV: -9.64 / -8.94
LUMO energy (spin up / spin down), hartree: -0.0482 / -0.0474
Spin multiplicity: 1

Charges per atom according to Löwdin partitioning, unit e: -0.082, -0.394, -1.358, 0.036, 0.117, 0.078, -0.114, 0.858, 0.858



Below is 3 unconnected molecules or ions with the total composition C3F4NO4, with properties calculated with ωB97M-V/def2-TZVPD.

XYZ file:
```
12
Properties=species:S:1:pos:R:3:forces:R:3
C 3.097 0.496 0.001 0.40 0.17 0.31
C -0.789 -1.151 0.340 -4.62 1.09 -0.46
C -2.232 0.487 0.004 2.51 0.56 0.26
N 0.382 -0.593 0.045 3.37 -2.13 -0.59
O 3.111 0.519 -1.153 0.02 0.17 -0.76
O 3.296 0.571 1.142 0.04 -0.13 0.35
O 0.662 0.538 0.416 -1.39 3.64 1.27
O 1.414 -1.314 -0.181 0.09 -2.58 -1.31
F -1.309 -2.094 -0.512 1.89 0.28 0.68
F -2.965 0.524 1.083 -1.65 -0.59 0.76
F -1.735 1.757 -0.071 -0.10 -0.42 -0.65
F -2.931 0.261 -1.113 -0.56 -0.06 0.13
```
Forces are in eV/Å.

Values from the calculation:
Frontier orbital gap (spin up / spin down), eV: 6.20 / 7.50
HOMO (spin up / spin down), eV: -2.45 / -5.34
LUMO energy (spin up / spin down), hartree: 0.1380 / 0.0792
Spin multiplicity: 3
Net charge: -1

Charges per atom according to Löwdin partitioning, unit e: -0.505, 0.010, -0.515, -0.452, 0.169, 0.163, -0.032, -0.085, 0.008, 0.101, 0.051, 0.088



Below is a gas-phase ion, C3F5O2 (charge -1), with properties calculated with ωB97M-V/def2-TZVPD.

XYZ file:
```
10
Properties=species:S:1:pos:R:3:forces:R:3
O -1.828 0.977 -0.906 -0.56 0.39 0.34
C -1.180 -0.067 -0.950 0.80 0.35 -0.41
O -0.896 -0.826 -1.878 -0.19 -0.64 -0.38
C -0.366 -0.387 0.345 -0.11 -0.02 0.27
F -1.011 -0.002 1.482 0.01 -0.05 0.11
F -0.123 -1.718 0.485 0.03 -0.02 0.01
C 1.018 0.336 0.346 0.01 0.10 0.10
F 1.989 -0.456 0.840 0.04 0.00 0.11
F 0.992 1.444 1.114 0.00 -0.16 -0.22
F 1.405 0.699 -0.878 -0.03 0.04 0.06
```
Forces are in eV/Å.

Values from the calculation:
Frontier orbital gap, eV: 9.07
SMILES: O=C([O-])C(F)(F)C(F)(F)F
HOMO, eV: -5.01
LUMO energy, hartree: 0.1494
Spin multiplicity: 1
Net charge: -1

Charges per atom according to Löwdin partitioning, unit e: -0.006, -0.701, -0.010, -0.362, 0.087, 0.090, -0.526, 0.131, 0.137, 0.160



Ordered F_max results: 5.18; 2.95; 4.77; 0.96; unit eV Å⁻¹.